Entry 1:
65
Properties=species:S:1:pos:R:3 method="wB97M-V/def2-TZVPD" homo_energy_ev="-12.13 / -12.13" charge=+1 gap_ev="8.129 / 8.044" fmax_ev_per_a=1.1 energy_ev=-93656.788 de_lowest_kcal_mol=51.0
O 0.154 0.485 0.770
H -2.886 1.840 3.830
N -2.433 -3.000 1.114
N -2.608 -1.977 0.264
C -2.310 -0.812 -2.745
C 1.462 -2.539 -3.149
H 0.469 2.975 1.380
H -4.368 3.334 2.482
H -5.504 -3.510 0.234
N -2.251 -0.058 -1.560
C 3.094 1.496 2.971
N -2.300 0.583 0.798
C -0.742 -2.294 -4.037
S 1.680 0.384 0.968
H 1.785 -1.560 -1.270
H 1.039 4.778 2.993
C 1.603 1.621 -1.486
B 2.488 -3.243 1.026
C -2.230 0.747 2.123
H 2.608 -4.171 0.248
C 2.401 1.043 -0.512
C 1.045 -2.658 0.789
H 2.476 -2.912 -3.201
C 3.576 1.949 -2.828
C -1.028 -1.522 -2.936
C 2.205 2.079 -2.654
H 2.920 4.475 4.567
H -1.512 -2.451 -4.780
C 2.045 1.694 2.088
C -3.857 -2.080 -0.188
Co -1.170 -0.731 -0.226
H 2.560 -3.601 2.182
N -0.156 -1.282 -1.953
C 1.085 -1.778 -2.061
H 4.039 2.298 -3.741
H -4.238 -1.368 -0.904
H -3.580 -4.598 1.869
C 1.288 2.860 2.079
C -2.964 1.729 2.757
H 3.652 0.566 2.967
H 5.430 1.273 -1.972
C 3.412 2.515 3.863
H 0.536 1.719 -1.339
C 2.672 3.687 3.867
C -3.783 2.561 2.002
H -4.451 2.998 -0.024
C 3.774 0.907 -0.668
C -3.547 -3.734 1.225
C -3.841 2.388 0.629
H -1.577 0.080 2.667
N 0.025 -2.181 0.518
C -3.077 1.385 0.076
H 3.250 -2.321 0.770
H 4.227 2.382 4.561
C 1.611 3.860 2.981
H 4.378 0.440 0.103
O -3.569 1.735 -2.221
H 0.801 -3.453 -4.977
C 4.360 1.369 -1.835
H 1.599 2.540 -3.424
C -3.028 1.079 -1.375
O -3.250 -0.881 -3.484
C -4.496 -3.172 0.399
H -1.524 -3.140 1.528
C 0.533 -2.825 -4.138

---

Entry 2:
70
Properties=species:S:1:pos:R:3 method="wB97M-V/def2-TZVPD" homo_energy_ev=-1.41 charge=-2 gap_ev=5.090 fmax_ev_per_a=0.3 energy_ev=-69641.928 de_lowest_kcal_mol=0.0
N -6.596 1.080 -2.035
H 4.900 -0.248 -3.720
C -2.101 3.324 -0.009
S 3.840 -0.177 4.712
H 4.432 -2.352 0.000
C -4.720 0.378 -0.397
C 0.263 -5.252 0.662
C -2.706 4.467 0.469
C -3.943 -0.749 -0.655
H -0.963 -4.840 3.795
H -1.793 -2.496 -1.948
H -1.362 4.515 3.565
N 3.097 -1.527 -1.379
H 6.372 -1.433 -1.717
H 1.817 3.252 -0.337
C 4.582 -0.752 -2.823
C -4.473 1.104 0.770
H -3.214 1.233 2.501
H 2.920 1.506 1.675
C -0.909 -2.235 -2.504
H -2.308 2.956 -1.010
B 2.110 -0.226 -3.326
N 0.870 -1.153 -3.243
N 3.447 1.001 2.368
N 3.275 -0.871 -2.537
C -0.373 -5.577 1.852
H -0.114 2.672 4.092
C 0.870 3.143 -2.366
H -2.945 5.798 2.161
C 2.883 0.721 3.592
H -0.370 -0.186 -1.800
C 1.650 2.737 -1.272
C 0.782 -3.974 0.521
C -0.192 -2.990 -3.448
C -2.741 -0.452 1.254
H -3.387 5.020 -0.172
H 0.528 1.934 -4.220
I 0.051 -1.839 4.056
N 0.698 -3.059 1.488
C 4.312 -1.821 -0.933
H -5.041 1.999 0.987
C 0.968 2.090 -3.247
C -1.210 2.533 0.781
C -3.476 0.671 1.615
H 1.272 -3.653 -0.393
H 0.294 4.046 -2.471
C -0.915 3.041 2.096
Rb 1.125 -0.370 0.579
H 4.291 0.523 2.118
O -0.781 1.413 0.356
H -0.409 -3.976 -3.834
C -0.189 -1.061 -2.409
H -1.934 -0.795 1.890
C 0.015 2.403 3.035
H 0.347 -5.966 -0.145
N 0.876 -2.335 -3.887
C -2.464 4.909 1.773
C -0.471 -4.628 2.857
C 0.088 -3.380 2.617
N 2.189 1.543 -1.478
H -4.113 -1.324 -1.560
H 2.457 -0.081 -4.477
C -5.761 0.766 -1.308
C -1.574 4.183 2.552
N 1.663 1.134 3.870
N 0.984 1.617 2.756
N 1.758 1.147 -2.696
C 5.303 -1.350 -1.809
N -2.985 -1.165 0.155
H -0.797 -6.563 1.998

---

Entry 3:
68
Properties=species:S:1:pos:R:3 method="wB97M-V/def2-TZVPD" homo_energy_ev="-7.39 / -7.52" gap_ev="5.952 / 6.435" fmax_ev_per_a=3.0 energy_ev=-329431.031 spin_multiplicity=2
C 1.646 -2.383 0.182
H 7.622 3.668 0.569
H 7.123 1.267 0.257
C -2.827 0.689 -2.598
H 3.469 4.577 0.053
H -2.085 -4.727 -1.561
H -2.119 -1.943 -4.342
C -0.719 -2.452 -0.083
C 5.029 1.582 -0.001
C -0.654 1.404 5.141
C -2.210 0.792 3.413
C 0.165 0.957 2.898
C 3.998 2.517 -0.048
H -1.229 -0.400 -4.294
H -4.797 1.094 -3.261
O 1.102 0.807 2.019
C 4.282 3.871 0.103
C -2.784 3.343 -1.734
C 6.329 1.998 0.213
H -2.823 -4.011 1.315
O -0.732 0.321 -1.614
H -3.917 -4.591 0.048
N -0.650 -3.778 -0.354
C -3.923 1.511 -2.784
O 2.369 0.817 -0.443
Br 2.173 1.662 4.743
C 1.707 -3.453 -0.900
N 0.464 2.399 -0.363
H -1.071 -1.552 -2.953
C -1.834 -4.607 -0.498
H 1.815 -2.828 1.172
Br -3.368 1.110 5.993
H 0.467 -5.128 -1.466
H 5.801 5.328 0.443
C -0.516 3.100 -0.848
C -3.901 2.834 -2.357
C -3.019 -4.007 0.242
C -1.952 1.103 4.744
C 2.619 2.057 -0.212
N 1.663 2.962 -0.176
O -1.399 0.531 1.204
O -2.912 -0.588 -3.089
C -1.760 -1.143 -3.695
H -2.751 4.381 -1.437
C -1.688 2.522 -1.437
C -1.188 0.756 2.472
H 2.418 -1.629 0.010
Re 0.381 0.424 0.097
C -1.700 1.151 -1.858
C 6.607 3.346 0.382
C 0.393 1.320 4.227
H -1.594 -5.596 -0.093
H 0.865 -5.064 0.263
H -0.388 4.177 -0.908
C 0.606 -4.457 -0.614
N -1.935 -1.879 -0.045
C 5.583 4.279 0.317
Br -0.308 1.935 6.916
H -4.757 3.462 -2.537
C -3.184 -2.574 -0.239
H 4.778 0.540 -0.127
H 1.553 -2.979 -1.871
H 2.677 -3.948 -0.903
Br -3.949 0.374 2.812
H -3.469 -2.555 -1.299
N 0.352 -1.713 0.168
H -3.961 -2.054 0.323
H -1.981 -0.928 0.299

---

Entry 4:
57
Properties=species:S:1:pos:R:3 method="wB97M-V/def2-TZVPD" homo_energy_ev=0.16 charge=-2 gap_ev=4.096 fmax_ev_per_a=2.9 energy_ev=-128703.167
C -3.697 0.105 1.213
C -1.272 0.601 3.438
C -0.853 1.058 4.691
H -1.486 0.884 5.564
C 0.381 1.698 4.826
C -3.802 -2.647 0.706
C 2.545 2.065 -2.689
C 2.904 1.794 -1.335
C 3.365 -0.088 -2.585
H -2.220 0.077 3.342
P -0.941 0.227 0.663
C -1.450 1.684 -0.323
H 2.705 0.803 -4.540
H 2.125 3.004 -3.065
H -2.853 0.533 -1.531
H 2.188 2.348 3.812
C 3.410 0.466 -1.273
H -2.748 2.088 -3.460
C -1.404 3.472 -2.482
H -1.659 -2.494 0.355
C -2.233 1.431 -1.471
Ca 0.596 0.180 -2.124
C -0.729 3.779 -1.299
H -0.197 4.726 -1.212
H 3.855 -4.014 -2.770
C -2.173 2.307 -2.561
H 1.451 1.505 1.590
C 1.211 1.874 3.709
C -2.531 -0.599 0.878
H -0.237 3.160 0.712
H 3.821 -0.038 -0.397
C -4.917 -0.571 1.294
H -5.924 -2.470 1.074
H 1.526 -5.131 -1.941
C 3.092 -3.326 0.436
H 3.706 -1.091 -2.846
Br -0.299 -1.453 -4.049
H 3.261 -2.888 1.419
H 4.895 -2.627 -0.698
C -4.969 -1.947 1.031
H -3.839 -3.720 0.509
N 0.158 -0.568 -0.108
H 2.861 2.505 -0.513
C 1.973 -4.121 0.026
H -3.657 1.178 1.414
C 0.790 1.418 2.455
H 1.096 -4.346 0.625
C -2.578 -1.975 0.631
C 3.979 -3.208 -0.676
H 0.712 2.039 5.806
C -0.737 2.891 -0.221
C 3.419 -3.933 -1.774
C 2.182 -4.497 -1.340
C -0.467 0.814 2.306
H -1.364 4.155 -3.329
H -5.824 -0.023 1.553
C 2.852 0.907 -3.466